1.
The following is a DFT calculation (ωB97M-V/def2-TZVPD) of a molecular structure, C45H37I2N2O6Re.

Structure (XYZ):
```
93
Properties=species:S:1:pos:R:3:forces:R:3:lowdin_spin:R:1
Re 1.6977 -0.2486 -0.1828 -0.4 0.2 0.0 1.6429
C -4.5376 1.3816 -1.3691 0.0 0.0 0.0 0.0001
C -4.0035 0.3780 -0.3540 -0.1 0.0 0.0 0.0003
C -5.1135 -0.2457 0.4630 0.0 0.0 0.0 0.0000
O -3.2781 -0.6435 -1.0187 0.0 -0.1 -0.1 0.0012
C -1.8800 -0.4075 -0.9338 0.1 0.0 0.1 0.0032
C -1.8157 0.9505 -0.1355 0.0 0.0 0.0 0.0044
O -3.0730 0.9771 0.5193 0.0 0.1 0.1 0.0012
C -0.7038 1.5243 0.8262 -0.1 0.0 0.1 0.0148
O 0.5735 1.3202 0.3060 0.2 0.0 -0.2 0.1155
C -0.8296 1.0414 2.2831 0.0 0.0 0.0 0.0034
C 0.1412 0.2438 2.8725 0.0 0.0 0.0 -0.0002
C 0.0127 -0.1919 4.1854 0.0 0.0 0.0 0.0002
C -1.0884 0.1733 4.9398 0.0 0.0 0.0 0.0000
C -2.0535 0.9949 4.3723 0.0 0.0 0.0 0.0002
C -1.9202 1.4313 3.0641 0.0 0.0 0.0 0.0009
C -0.8744 3.0686 0.8576 0.0 0.0 0.0 -0.0005
C 0.2546 3.8356 1.1407 0.0 0.0 0.0 0.0001
C 0.1880 5.2180 1.2037 0.0 0.0 0.0 0.0002
C -1.0157 5.8716 0.9807 0.0 0.0 0.0 -0.0001
C -2.1461 5.1226 0.7006 0.0 0.0 0.0 0.0000
C -2.0782 3.7352 0.6427 0.0 0.0 0.0 -0.0004
C -1.1277 -1.7176 -0.5363 -0.2 0.3 0.0 0.0059
O 0.1175 -1.2649 -0.1069 0.4 -0.4 -0.1 0.0867
C -1.7771 -2.5390 0.5779 0.0 -0.1 0.0 -0.0006
C -1.8243 -3.9287 0.5045 0.0 0.0 0.0 -0.0003
C -2.3476 -4.6786 1.5500 0.0 0.0 0.0 0.0001
C -2.8306 -4.0512 2.6866 0.0 0.0 0.0 -0.0003
C -2.7864 -2.6666 2.7701 0.0 0.0 0.0 0.0001
C -2.2650 -1.9205 1.7248 0.0 0.0 0.0 -0.0004
C -0.9562 -2.5596 -1.8120 0.0 0.0 0.1 0.0035
C -2.0419 -2.8372 -2.6426 0.0 0.0 0.0 0.0003
C -1.8749 -3.6071 -3.7835 0.0 0.0 0.0 0.0003
C -0.6241 -4.1153 -4.1111 0.0 0.0 0.0 -0.0002
C 0.4537 -3.8516 -3.2826 0.0 0.0 0.0 0.0000
C 0.2897 -3.0811 -2.1372 0.0 0.0 0.0 -0.0002
H -5.2109 0.8720 -2.0581 0.0 0.0 0.0 0.0000
H -3.7299 1.8281 -1.9511 0.0 0.0 0.0 0.0000
H -5.0873 2.1742 -0.8599 0.0 0.0 0.0 0.0000
H -5.7888 -0.7900 -0.1970 0.0 0.0 0.0 0.0000
H -5.6775 0.5289 0.9833 0.0 0.0 0.0 0.0000
H -4.6871 -0.9385 1.1862 0.0 0.0 0.0 0.0000
H -1.4928 -0.1795 -1.9324 0.0 0.0 0.0 -0.0004
H -1.8321 1.6976 -0.9429 0.0 0.0 0.0 0.0001
H 1.0036 -0.0719 2.3035 0.0 0.0 0.0 -0.0011
H 0.7792 -0.8285 4.6103 0.0 0.0 0.0 0.0000
H -1.1913 -0.1678 5.9623 0.0 0.0 0.0 0.0000
H -2.9139 1.3055 4.9523 0.0 0.0 0.0 0.0001
H -2.6781 2.0778 2.6462 0.0 0.0 0.0 0.0000
H 1.1982 3.3346 1.3009 0.0 0.0 0.0 -0.0001
H 1.0823 5.7872 1.4271 0.0 0.0 0.0 0.0000
H -1.0707 6.9523 1.0271 0.0 0.0 0.0 0.0000
H -3.0949 5.6154 0.5270 0.0 0.0 0.0 0.0000
H -2.9801 3.1757 0.4380 0.0 0.0 0.0 0.0000
H -1.4489 -4.4385 -0.3721 0.0 0.0 0.0 0.0000
H -2.3737 -5.7585 1.4709 0.0 0.0 0.0 0.0000
H -3.2370 -4.6359 3.5029 0.0 0.0 0.0 0.0000
H -3.1554 -2.1585 3.6532 0.0 0.0 0.0 0.0000
H -2.2497 -0.8450 1.8101 0.0 0.0 0.0 0.0000
H -3.0219 -2.4565 -2.3882 0.0 0.0 0.0 0.0000
H -2.7275 -3.8158 -4.4182 0.0 0.0 0.0 0.0000
H -0.4953 -4.7163 -5.0028 0.0 0.0 0.0 0.0000
H 1.4352 -4.2464 -3.5173 0.0 0.0 0.0 0.0000
H 1.1411 -2.8972 -1.4973 0.0 0.0 0.0 -0.0001
I 4.7742 -4.1929 -1.8275 0.0 0.0 0.0 0.0023
C 5.1923 -2.6137 -0.5424 -0.2 0.1 0.0 0.0118
C 6.4722 -2.4671 0.0138 0.1 0.0 0.0 -0.0004
C 6.7723 -1.4409 0.8709 0.0 0.0 0.0 0.0129
I 8.7046 -1.3179 1.6555 0.0 0.0 0.0 0.0017
C 5.7850 -0.4827 1.2141 -0.1 0.0 0.0 -0.0007
C 5.9535 0.6168 2.0855 0.0 0.0 0.0 -0.0015
C 4.9067 1.4652 2.3166 0.1 0.0 0.0 -0.0017
C 3.6749 1.2468 1.6835 -0.1 0.0 0.0 0.0030
N 3.4834 0.2263 0.8739 0.0 0.0 0.0 0.0047
C 4.5114 -0.6389 0.6364 0.1 -0.1 0.0 0.0013
C 4.1799 -1.7192 -0.2402 0.1 0.0 0.0 0.0039
O 2.9585 -1.7940 -0.6833 -0.1 0.0 -0.1 0.0557
H 7.2329 -3.1920 -0.2443 0.0 0.0 0.0 -0.0003
H 6.9102 0.7752 2.5646 0.0 0.0 0.0 0.0000
H 5.0127 2.3114 2.9807 0.0 0.0 0.0 0.0000
H 2.8267 1.9018 1.8364 0.0 0.0 0.0 -0.0001
O 2.8831 0.9708 -1.4196 0.1 0.1 0.1 0.0227
N 2.3826 1.4080 -2.5708 -0.1 0.0 -0.2 -0.0027
C 3.1603 1.3007 -3.6624 0.0 -0.1 0.1 0.0031
C 2.7097 1.7541 -4.8788 -0.1 0.0 -0.1 -0.0010
C 1.4443 2.3206 -4.9722 0.1 0.0 0.0 0.0038
C 0.6730 2.4249 -3.8291 0.0 0.0 0.0 -0.0010
C 1.1612 1.9625 -2.6232 0.0 0.1 0.1 0.0019
H 4.1153 0.8307 -3.4845 0.0 0.0 0.0 0.0001
H 3.3476 1.6508 -5.7442 0.0 0.0 0.0 -0.0002
H 1.0718 2.6769 -5.9226 0.0 0.0 0.0 0.0002
H -0.3112 2.8709 -3.8496 0.0 0.0 0.0 -0.0001
H 0.6543 2.0285 -1.6669 0.0 -0.1 0.0 -0.0005
```
Positions in Å, forces in eV/Å.

## Properties
* gap between HOMO and LUMO (alpha / beta): 6.43 / 6.20 eV
* multiplicity: 3
* energy above the lowest of the compared OMol25 structures with the same formula, charge and spin: 2.10 kcal per mole

***

2.
The following is a DFT calculation (ωB97M-V/def2-TZVPD) of a molecular structure, C45H38AsF5InN3O7P2S2 in a non-equilibrium geometry.

Structure (XYZ):
```
104
Properties=species:S:1:pos:R:3:forces:R:3:mulliken_charge:R:1
In 0.0210 0.4629 0.3785 -0.5 0.2 1.1 0.9541
F 1.0401 -4.7357 7.0150 -0.1 0.1 2.2 -0.3388
C 0.6793 -4.3971 5.8210 2.6 -2.2 -3.5 0.7825
C -0.2826 -3.6051 5.4581 0.8 0.1 -0.5 -1.0470
F -0.9143 -3.0047 6.4315 -1.7 1.5 0.8 -0.3652
C -0.4698 -3.2516 4.0356 -1.1 -0.2 -0.2 1.4378
F -1.8629 -3.5941 3.8075 0.6 0.9 -0.1 -0.4312
C 0.3432 -3.9061 2.9985 2.8 -3.3 4.1 -0.2904
S 0.1982 -3.6642 1.4479 -0.8 1.1 -4.5 -0.3012
C 1.3415 -4.9467 3.4673 -3.3 2.5 0.8 -0.0077
F 1.8336 -5.7776 2.5931 1.0 -0.6 -0.8 -0.3124
C 1.4901 -5.0928 4.7893 -0.3 0.2 1.0 0.2896
F 2.2951 -6.0127 5.3251 0.6 -0.8 0.1 -0.3775
O 2.4172 -1.8198 3.9875 0.0 0.4 -0.5 -0.6970
As 1.0261 -0.8509 3.4971 -1.4 -2.9 -1.0 -0.4374
O -0.4149 -1.8502 3.8868 0.4 2.1 0.1 -0.1573
O 1.1818 -0.6371 1.8540 0.3 0.5 0.8 1.2217
C 0.8918 0.6032 4.7088 0.9 0.8 1.4 -0.5481
C 1.5324 0.5100 5.9804 -0.6 -0.9 -1.8 -0.8274
C 1.3532 1.5158 6.9047 0.7 0.4 0.4 -0.5324
C 0.7182 2.7347 6.6095 0.0 -1.1 -0.2 -0.7742
C 0.2414 2.8749 5.3251 -0.4 -0.3 -0.4 -0.4926
C 0.2569 1.8117 4.4182 1.0 0.4 0.9 0.2752
S -0.6756 2.0033 2.9816 0.2 0.4 -3.0 1.4797
O -1.4289 3.2311 3.0515 -0.3 -1.1 0.7 -0.7143
O -1.2420 0.6511 2.9185 -0.6 0.9 -0.2 -0.5191
O 0.2525 2.1563 1.7634 0.0 -0.7 0.7 -0.7646
H 2.7765 -2.4054 3.2659 -0.9 0.8 0.7 0.3799
H 2.1108 -0.4043 6.1949 -0.4 0.6 0.1 0.4660
H 1.8679 1.3170 7.8301 -0.3 0.4 0.5 0.3966
H 0.4924 3.5075 7.3336 0.5 -0.1 0.1 0.4184
H -0.2658 3.7623 4.9875 -0.1 0.2 0.1 0.5952
C -4.4042 2.3525 0.7640 0.2 0.7 0.9 -1.4871
P -2.8085 2.0406 -0.0295 0.5 -1.6 0.9 2.1868
C -2.9951 0.3085 -0.5805 0.4 -0.9 0.9 1.7294
C -2.9524 -0.7688 0.6054 1.0 0.7 0.3 -0.1254
C -3.7789 -1.9744 0.4923 -0.7 0.3 0.0 -1.9325
C -4.5165 -2.2255 -0.5733 -1.5 -0.6 -2.9 -0.4339
C -4.4025 -1.3687 -1.7456 0.3 1.5 0.6 -1.1880
C -3.8295 -0.1569 -1.6596 -0.1 0.6 -0.8 -0.4870
C -2.6612 3.0312 -1.4963 -0.4 0.0 -0.2 -1.1142
C -3.3449 4.1722 -1.6720 0.8 0.4 -0.8 -1.2470
C -2.7134 5.1941 -2.5207 -0.5 -0.4 0.0 -0.7052
C -1.6916 4.8982 -3.3317 0.2 0.3 -1.0 -1.5546
C -1.1078 3.5750 -3.5147 0.4 0.3 1.2 0.0819
C -1.5703 2.6715 -2.3860 -0.3 -0.9 0.3 1.4346
H -5.2212 2.0956 0.0937 -0.3 0.4 0.1 0.4049
H -4.3370 3.4299 1.0990 -0.7 -1.1 -0.3 0.5040
H -4.4829 1.6914 1.6722 0.3 0.7 -0.9 0.3697
H -2.8844 -0.3424 1.6173 0.1 -0.4 -0.5 0.5678
H -3.9415 -2.6165 1.3122 0.1 -0.2 1.3 0.5688
H -5.3744 -2.9440 -0.7322 1.5 0.2 1.0 0.3300
H -4.9171 -1.4327 -2.6764 -0.7 -1.1 -0.3 0.5369
H -4.0331 0.5003 -2.5078 0.3 0.2 0.2 0.2047
H -4.2692 4.2946 -1.1493 -0.2 0.6 0.4 0.5781
H -2.9865 6.2359 -2.4458 -0.4 0.0 0.0 0.4442
H -1.2221 5.6332 -3.9490 0.2 0.9 0.1 0.4814
H -0.0313 3.4686 -3.6528 -0.2 0.4 -0.4 -0.0832
H -0.0344 1.6273 -2.6044 -1.0 0.0 1.9 -0.9444
N -1.4618 -1.6315 -1.1825 1.1 -3.0 -1.0 0.7034
C -1.7413 -0.5842 -0.2536 0.3 -0.1 -0.9 0.3302
H -1.6296 -2.6257 -0.8450 0.4 1.9 -0.2 0.4165
C 2.5262 2.2740 -4.9737 -0.2 -0.2 -1.0 -0.2057
C 2.1554 0.9579 -5.1148 0.4 -0.2 -0.2 -1.1796
C 1.8555 0.2503 -3.9470 -0.3 -2.5 -1.1 1.0513
C 2.0436 0.7160 -2.6639 1.3 2.3 -1.4 -0.7227
C 2.4985 2.0758 -2.6037 -0.4 -1.4 0.8 -0.0698
C 2.6584 2.8211 -3.7259 -0.4 1.6 0.1 -0.9120
P 1.9215 -0.2878 -1.2210 -0.4 -0.1 1.5 1.2487
C 1.1470 -1.7966 -1.8267 -1.1 0.8 0.5 0.2371
C 1.7862 -2.9864 -1.9283 0.4 0.6 0.5 0.0045
C 1.2760 -3.9717 -2.7101 -1.3 -3.1 -0.5 -0.9839
C 0.0756 -3.7308 -3.4734 -0.9 -1.4 -0.8 -0.4011
C -0.6391 -2.5768 -3.3856 -0.5 -0.2 0.2 -1.0773
C -0.3369 -1.6046 -2.2703 -0.2 -0.3 1.8 0.0186
C 3.6192 -0.4278 -0.5477 -0.2 0.1 1.1 0.6804
C 4.5614 -1.2018 -1.2211 -0.6 0.2 -0.4 -0.4012
C 5.8330 -1.3527 -0.6486 -0.6 -1.9 -3.0 -0.7504
C 6.1560 -0.7545 0.5117 -0.1 0.8 0.3 -0.6057
C 5.2488 0.0242 1.1934 -0.6 0.7 1.1 -0.6313
C 3.9592 0.1717 0.7235 -1.1 -0.7 -0.6 -0.1496
H 2.7072 2.8966 -5.8259 0.1 0.1 -0.5 0.4243
H 2.2048 0.4730 -6.1138 -0.5 0.3 0.9 0.4254
H 1.5085 -0.8034 -4.1043 0.3 0.9 0.3 0.0218
H 2.7553 2.5650 -1.6911 -0.2 0.0 0.9 0.4486
H 2.7612 3.9121 -3.6336 0.5 -0.6 0.0 0.3732
H 2.6821 -3.1090 -1.3770 0.9 -0.4 0.3 0.8533
H 1.6292 -5.0514 -2.6200 -0.2 1.7 -0.3 0.3083
H -0.3794 -4.5996 -4.0939 1.1 1.7 0.9 0.2645
H -1.5429 -2.4696 -4.0215 0.6 0.1 0.8 0.4179
H -0.3741 -0.5793 -2.4865 -0.4 1.5 -1.3 -0.5571
H 4.2477 -1.6917 -2.1876 0.7 0.6 1.1 0.4181
H 6.4926 -2.0374 -1.2275 -0.1 0.8 0.8 0.3469
H 7.1231 -0.8192 0.8896 1.6 -0.4 0.6 0.5037
H 5.5329 0.4753 2.1668 -0.2 -0.3 -0.8 0.3713
H 3.1714 0.5700 1.4063 0.7 0.0 -1.0 0.1187
N -3.2219 2.5580 -4.3823 0.3 2.1 -0.8 -0.5773
C -1.8975 2.3767 -3.8636 -0.7 -2.1 -0.2 -0.3187
N -1.1204 1.2408 -4.4053 1.0 3.0 0.8 -0.1587
O -0.5826 1.8957 -1.7704 1.6 -0.6 -2.3 0.5552
H -3.2800 3.5848 -4.6422 -0.3 -1.7 0.2 0.4412
H -4.0031 2.3981 -3.7526 0.4 -0.2 0.2 0.2962
H -1.5902 0.3746 -4.3799 -0.7 -0.8 -0.4 0.2245
H -0.6288 1.5052 -5.2654 -0.6 -0.6 0.4 0.3170
```
Positions in Å, forces in eV/Å.

## Properties
* gap between HOMO and LUMO (alpha / beta): 6.64 / 3.42 eV
* energy above the lowest of the compared OMol25 structures with the same formula, charge and spin: 211.10 kcal per mole